# 1
Entry from the OMol25 dataset: an isolated molecule of C14H17N3O2 (the ωB97M-V functional and the def2-TZVPD basis).

Calculated values
2S+1	1
E	-23357.516	eV
energy relative to the best compared isomer or geometry (same formula, charge and spin)	304.2	kJ/mol
SMILES	C=CCc1ccc(OCCn2cncn2)c(OC)c1

Last column: Löwdin charge in e.
CARTESIAN COORDINATES (ANGSTROEM)
1 C 4.05274 4.07632 2.26613  -0.001
2 C 4.08626 3.22068 1.26274  -0.184
3 C 4.05084 1.72887 1.41521  -0.166
4 C 2.81595 1.18448 0.74548  -0.243
5 C 2.87037 0.59192 -0.49972  -0.046
6 C 1.71309 0.13212 -1.11668  -0.013
7 C 0.48696 0.26476 -0.49433  -0.185
8 O -0.71123 -0.14703 -1.00856  -0.022
9 C -0.72141 -0.80285 -2.24969  -0.189
10 C -2.17085 -1.18985 -2.54968  -0.096
11 N -2.69661 -2.09040 -1.56255  -0.142
12 C -2.22604 -3.27553 -1.13338  -0.158
13 N -3.01231 -3.76577 -0.20573  0.072
14 C -3.97391 -2.82867 -0.08997  -0.229
15 N -3.81697 -1.80511 -0.89342  0.098
16 C 0.41789 0.87329 0.77844  -0.190
17 O -0.82850 0.96323 1.31536  -0.061
18 C -0.96875 1.55403 2.58249  -0.081
19 C 1.58070 1.32394 1.37533  0.033
20 H 4.06819 5.14160 2.10971  0.049
21 H 4.01853 3.74707 3.29228  0.055
22 H 4.11705 3.57378 0.24021  0.106
23 H 4.05183 1.46705 2.47493  0.117
24 H 4.93895 1.29731 0.94735  0.115
25 H 3.81703 0.47734 -1.00633  0.111
26 H 1.78930 -0.32686 -2.08982  0.104
27 H -0.08653 -1.70046 -2.22025  0.125
28 H -0.35699 -0.14114 -3.04915  0.135
29 H -2.22691 -1.64539 -3.54436  0.130
30 H -2.80182 -0.29950 -2.51606  0.133
31 H -1.34181 -3.74749 -1.50955  0.122
32 H -4.79425 -2.91310 0.59195  0.097
33 H -0.63558 2.59750 2.58036  0.097
34 H -2.03359 1.51604 2.80627  0.095
35 H -0.41830 0.99909 3.34967  0.097
36 H 1.54954 1.79667 2.34425  0.114

Cartesian forces (eV/Å) of the 2 atoms listed first:
C 0.028 0.201 0.086
C 0.117 -0.181 0.016

---

# 2
Entry from the OMol25 dataset: the ion C2H6N3O2 with charge -1 at a distorted geometry (the ωB97M-V functional and the def2-TZVPD basis).

Calculated values
2S+1	1
E	-10729.933	eV
total charge	-1
energy relative to the best compared isomer or geometry (same formula, charge and spin)	899.0	kJ/mol
SMILES	C[N-][N+](=O)[N-]OC

Last column: Löwdin charge in e.
CARTESIAN COORDINATES (ANGSTROEM)
1 C -0.19796 1.29899 2.49077  -0.396
2 N -0.80813 1.22566 1.19639  -0.088
3 N 0.30253 0.06857 0.50308  -0.382
4 O 1.20060 -0.28905 1.25663  -0.104
5 N 0.03959 -0.00858 -0.63788  0.039
6 O 0.66718 -1.02564 -1.53846  -0.200
7 C -0.14402 -1.23917 -2.59866  -0.219
8 H -0.37027 0.42721 3.11834  0.021
9 H -0.80366 2.09539 2.92808  0.041
10 H 0.95499 1.42116 2.48836  0.066
11 H 0.25736 -0.78459 -3.57615  0.088
12 H -1.09444 -0.70563 -2.40330  0.068
13 H -0.34488 -2.30851 -2.56422  0.067

Cartesian forces (eV/Å) of the 2 atoms listed first:
C 0.587 0.129 -0.409
N 1.965 -1.748 -0.838